Density functional theory data (ωB97M-V/def2-TZVPD) for a molecular structure, C2H4NdO2 at a distorted geometry.

Structure (ORCA input):
```
! wB97M-V def2-TZVPD RIJCOSX def2/J DEFGRID3
* xyz 2 5
H -1.17 0.14 0.68
C -0.16 0.42 -1.10
C -0.40 -0.94 0.71
O 0.89 -1.20 0.74
O 0.19 1.32 -0.15
H -1.22 0.50 -1.39
H -0.83 -1.14 1.71
Nd 2.31 0.66 0.84
H 0.38 0.26 -2.04
*
```

Calculated values
**Energy**: -21486.3545 eV
**Lowest unoccupied orbital energy (spin up / spin down)**: -11.3 / -11.1 eV
**ΔE to the lowest compared entry with this formula, charge and spin**: 457.41 kJ/mol
**<S²>**: 6.005
**Max |F|**: 7.9 eV/Å
**Orbital gap (spin up / spin down)**: 5.609 / 8.433 eV

Atomic partial charges in e from the Mulliken method, atoms 1 to 4: H 0.377; C -0.060; C 0.008; O -0.516

=====

Density functional theory data (ωB97M-V/def2-TZVPD) for a molecular structure, C26H45CrFGeN2Si2.

Structure (ORCA input):
```
! wB97M-V def2-TZVPD RIJCOSX def2/J DEFGRID3
* xyz 0 5
Cr -0.03 0.34 0.68
C 0.73 4.88 0.39
Si 0.98 3.37 1.45
C 2.42 2.37 0.81
C 1.25 3.81 3.25
N -0.38 2.26 1.31
C -1.66 2.46 1.60
C -2.22 3.69 2.06
C -3.56 3.80 2.28
C -4.43 2.70 2.05
C -3.94 1.50 1.64
C -2.54 1.31 1.43
N -1.96 0.16 1.07
Si -2.81 -1.41 0.96
C -1.57 -2.79 0.89
C -3.88 -1.42 -0.57
C -3.85 -1.69 2.50
H 1.65 5.48 0.40
H -0.09 5.52 0.73
H 0.53 4.60 -0.64
H 3.31 3.01 0.72
H 2.24 1.96 -0.19
H 2.67 1.54 1.48
H 2.14 4.44 3.36
H 1.41 2.90 3.83
H 0.40 4.34 3.68
H -1.57 4.54 2.22
H -3.97 4.74 2.62
H -5.49 2.83 2.21
H -4.62 0.67 1.47
H -0.87 -2.72 0.07
H -2.14 -3.72 0.78
H -1.00 -2.87 1.82
H -3.28 -1.39 -1.48
H -4.56 -0.57 -0.59
H -4.48 -2.34 -0.60
H -3.36 -1.32 3.40
H -3.99 -2.77 2.61
H -4.85 -1.24 2.45
C -0.45 -2.32 -5.97
C -0.06 -1.40 -4.83
C -1.23 -1.08 -3.91
C -0.88 -0.09 -2.79
Ge 0.57 -0.70 -1.55
C 2.26 0.03 -2.31
C 3.55 -0.26 -1.54
C 4.37 -1.42 -2.12
C 3.63 -2.75 -2.15
H 0.40 -2.56 -6.61
H -1.23 -1.87 -6.59
H -0.85 -3.27 -5.59
H 0.35 -0.47 -5.23
H 0.74 -1.86 -4.24
H -1.60 -2.01 -3.47
H -2.06 -0.68 -4.51
H -1.77 0.14 -2.20
H -0.54 0.86 -3.22
H 0.62 -2.25 -1.70
H 2.08 1.11 -2.37
H 2.36 -0.30 -3.35
H 3.34 -0.47 -0.49
H 4.19 0.63 -1.54
H 5.29 -1.53 -1.54
H 4.68 -1.15 -3.14
H 3.32 -3.05 -1.15
H 4.26 -3.54 -2.55
H 2.73 -2.70 -2.77
F 2.86 -2.79 5.08
C 2.26 -2.16 4.05
C 1.39 -1.12 4.34
C 0.77 -0.48 3.27
C 1.01 -0.85 1.94
C 1.90 -1.90 1.71
C 2.53 -2.56 2.76
H 1.20 -0.84 5.36
H 0.09 0.34 3.49
H 2.09 -2.24 0.70
H 3.21 -3.38 2.59
*
```

Calculated values
**Energy**: -134084.4286 eV
**Lowest unoccupied orbital energy (spin up / spin down)**: 0.1 / -1.9 eV
**ΔE to the lowest compared entry with this formula, charge and spin**: 12.07 kJ/mol
**<S²>**: 6.128
**Max |F|**: 0.4 eV/Å
**Orbital gap (spin up / spin down)**: 7.644 / 5.885 eV

Atomic partial charges in e from the Mulliken method, atoms 1 to 4: Cr -0.359; C -1.092; Si -0.245; C -0.693

=====

Density functional theory data (ωB97M-V/def2-TZVPD) for a molecular structure, C3H3HgMgO3 at a distorted geometry.

Structure (ORCA input):
```
! wB97M-V def2-TZVPD RIJCOSX def2/J DEFGRID3
* xyz 1 3
C -1.03 0.52 -0.06
C 0.28 -0.20 -0.14
O 1.26 0.53 0.59
O -1.93 0.50 -0.84
H 0.56 -0.30 -1.20
H 0.13 -1.20 0.28
O 2.77 -0.99 -0.03
C 2.51 0.08 0.59
Hg -4.65 0.96 -0.97
Mg 4.52 -0.34 0.79
H -4.42 0.43 0.98
*
```

Calculated values
**Energy**: -18908.6319 eV
**Lowest unoccupied orbital energy (spin up / spin down)**: -7.6 / -7.6 eV
**ΔE to the lowest compared entry with this formula, charge and spin**: 393.62 kJ/mol
**<S²>**: 2.020
**Max |F|**: 2.3 eV/Å
**Orbital gap (spin up / spin down)**: 1.708 / 3.980 eV

Atomic partial charges in e from the Mulliken method, atoms 1 to 4: C -0.248; C 0.078; O -0.319; O -0.225

=====

Density functional theory data (ωB97M-V/def2-TZVPD) for a gas-phase ion, C7H16N3 (charge +1) at a distorted geometry.

Structure (ORCA input):
```
! wB97M-V def2-TZVPD RIJCOSX def2/J DEFGRID3
* xyz 1 1
C -0.82 -0.28 0.77
C 1.32 0.56 0.01
C -1.55 -0.29 2.10
C 1.82 -0.88 0.05
C 2.21 1.70 -0.28
C -0.40 2.17 0.54
C -1.63 -2.21 -2.00
N -1.16 -1.10 -0.07
N 0.08 0.79 0.40
N -0.73 -1.36 -1.24
H -0.90 0.13 2.90
H -1.88 -1.26 2.38
H -2.35 0.39 2.20
H 1.02 -1.65 -0.11
H 2.44 -1.25 0.86
H 2.63 -1.02 -0.75
H 1.90 2.20 -1.20
H 3.20 1.46 -0.27
H 2.07 2.45 0.51
H 0.07 2.65 1.26
H -0.07 2.66 -0.34
H -1.51 2.22 0.66
H -2.54 -1.74 -2.49
H -1.01 -2.66 -2.84
H -1.96 -2.97 -1.33
H -0.23 -0.71 -1.72
*
```

Calculated values
**SMILES**: CN/N=C(/C)[N+](C)=C(C)C
**Energy**: -11979.8716 eV
**Lowest unoccupied orbital energy**: -4.1 eV
**ΔE to the lowest compared entry with this formula, charge and spin**: 340.25 kJ/mol
**Max |F|**: 4.7 eV/Å
**Orbital gap**: 8.478 eV

Atomic partial charges in e from the Mulliken method, atoms 1 to 4: C 0.389; C 1.371; C -1.386; C -1.254

=====

Question: The lowest max |F| belongs to which entry?
Answer: C26H45CrFGeN2Si2